1.
Formula: C19H35HgNO2P2
Source: the OMol25 dataset
Level of theory: ωB97M-V/def2-TZVPD

**HOMO-LUMO gap (spin up / spin down)**: 3.66 / 4.77 eV
**Highest occupied orbital energy (spin up / spin down)**: -3.71 / -4.90 eV
**ΔE to the lowest compared entry with this formula, charge and spin**: 104.9 kcal per mole
**Molar mass**: 572.03 Da
**Total charge**: 0

Atoms and positions in Å:
P 0.33142 2.05476 1.98790
P -2.16480 0.66837 -0.51413
C -1.23451 2.70440 1.27418
C -2.24597 1.58808 1.04397
H -1.03327 3.28847 0.36045
H -1.63468 3.40602 2.02465
H -2.20114 0.83117 1.83823
H -3.24980 2.02671 1.06358
C -3.42142 1.54473 -1.51534
H -3.51396 1.12082 -2.52049
H -3.16087 2.61355 -1.60977
H -4.39446 1.48576 -0.99562
C -2.84848 -0.93017 -0.12503
H -3.93883 -0.86431 -0.24331
H -2.62010 -1.18167 0.91707
H -2.45231 -1.71891 -0.77171
C 1.05351 3.54194 2.67971
H 1.72479 3.27136 3.50171
H 0.26665 4.19310 3.07578
H 1.60668 4.10640 1.92371
C -0.04029 0.99695 3.37393
H -0.69973 0.15587 3.14591
H -0.53130 1.58773 4.16688
H 0.88681 0.59393 3.79825
Hg 0.78333 -2.74686 1.77633
C -0.84496 0.53445 -1.79438
C -0.47780 1.84145 -2.38854
C 0.83800 1.91351 -3.09644
C 1.86673 2.04992 -1.94644
C 1.07838 2.43920 -0.77956
C 1.23075 1.67907 0.41742
C 0.68770 0.18912 0.21520
C 0.25112 -0.30233 -1.16187
C 1.37608 -2.59590 3.81133
H -1.32638 -0.04516 -2.59905
H -1.28425 2.44088 -2.81751
H 0.95058 2.77869 -3.76590
H 1.03656 0.98561 -3.68272
H 2.35092 1.08271 -1.74166
H 2.66512 2.76094 -2.18444
H 0.66482 3.43632 -0.70431
H 2.29374 1.56427 0.73397
H -0.15792 -0.00717 0.92855
H 1.45067 -0.51455 0.57331
H 1.10021 -0.46829 -1.82274
H -0.18855 -1.30745 -1.02127
H 1.29448 -3.56407 4.34314
H 0.62486 -1.91559 4.27129
H 2.38478 -2.21787 3.95103
O -0.33815 -5.27402 0.17681
C 0.50208 -4.71884 -0.52211
C 0.99411 -5.15015 -1.90513
C 1.85047 -3.99705 -2.38586
C 2.01992 -3.07985 -1.16491
O 2.77809 -2.13923 -1.07993
N 1.16117 -3.54976 -0.17394
H 1.59003 -6.06280 -1.81341
H 0.14238 -5.36054 -2.56606
H 2.82594 -4.32623 -2.77363
H 1.34107 -3.43748 -3.18711


2.
Formula: C18H9BCl2F7MoN3O5S
Source: the OMol25 dataset
Level of theory: ωB97M-V/def2-TZVPD

**HOMO-LUMO gap**: 3.95 eV
**Highest occupied orbital energy**: -7.29 eV
**ΔE to the lowest compared entry with this formula, charge and spin**: 6.4 kcal per mole
**Molar mass**: 690.00 Da
**Total charge**: 0

Atoms and positions in Å:
Mo 2.15458 1.40018 0.30024
Cl 5.38603 -4.45946 3.23170
C 4.40817 -3.24064 2.49801
C 3.03108 -3.46628 2.35869
C 2.23088 -2.51692 1.77119
Cl 0.54310 -2.78487 1.57808
C 2.77683 -1.30240 1.33013
O 1.96597 -0.39135 0.78726
C 4.15476 -1.08505 1.48490
C 4.72852 0.14446 1.07773
O 4.04443 1.08128 0.60953
C 4.97013 -2.07633 2.06437
H 2.59446 -4.38971 2.71507
H 5.80201 0.30267 1.16565
H 6.03549 -1.90914 2.16837
F 2.37030 1.40299 3.29587
B 2.06614 2.19186 2.25853
F 1.75639 3.45005 2.53124
O -4.93078 -0.12783 -4.47216
S -5.83072 -1.07063 -3.83683
O -5.50284 -2.47122 -4.05804
O -7.23474 -0.73565 -3.91782
C -5.42729 -0.92645 -2.06484
N -6.29636 -1.41455 -1.15749
C -5.91981 -1.37028 0.10922
C -4.69904 -0.84674 0.51785
C -3.88125 -0.36943 -0.48293
N -4.23287 -0.41220 -1.76097
C -2.53482 0.20426 -0.25196
C -2.00544 0.45567 1.01222
C -0.73468 0.95606 1.12815
N 0.05499 1.23142 0.06838
C -0.48264 1.02417 -1.15697
C -1.74181 0.52422 -1.35500
H -6.61885 -1.77748 0.83252
H -4.42298 -0.82868 1.56514
H -2.57392 0.25875 1.91047
H -0.31626 1.14553 2.10653
H 0.14400 1.25978 -2.00505
H -2.14087 0.36822 -2.35041
F 0.82180 3.74447 -1.05807
C 1.91402 2.98777 -1.10839
F 2.85311 3.54208 -0.18688
C 2.53739 3.07439 -2.50342
F 1.78421 2.38156 -3.35783
F 3.75821 2.51907 -2.46584
F 2.64103 4.32235 -2.92615


3.
Formula: O2
Source: the OMol25 dataset
Level of theory: ωB97M-V/def2-TZVPD

**HOMO-LUMO gap**: 6.95 eV
**Highest occupied orbital energy**: -13.06 eV
**ΔE to the lowest compared entry with this formula, charge and spin**: 174.0 kcal per mole
**Molar mass**: 32.00 Da
**Total charge**: 0

Atoms and positions in Å:
O -0.52629 -0.88494 0.17864
O 0.52629 0.88494 -0.17864


Number 1: electronic energy -48600.770 eV. Number 2: electronic energy -90954.449 eV. Number 3: electronic energy -4082.233 eV.